Record 1
The following is a quantum chemistry calculation of a cluster of 3 separate species, C10H30N3O3PS2 in total at a distorted geometry, from the OMol25 dataset.

Values from the calculation:
Kohn-Sham gap: 8.843 eV
E: -1926.62600 hartree
LUMO level: 0.7 eV
E_HOMO: -8.19 eV
Total charge: 0

The geometry in XYZ format:
```
49
Properties=species:S:1:pos:R:3:lowdin_charge:R:1
O -2.20520 -0.52531 -0.95261 -0.297
P -1.11546 -1.22053 -1.65991 0.619
N -0.13265 -0.00488 -2.51612 -0.305
C 0.27841 1.09616 -1.62115 -0.115
C -0.41504 0.47070 -3.86659 -0.140
N -1.72600 -2.30361 -2.78306 -0.295
C -3.11216 -2.67206 -2.98816 -0.134
C -0.84196 -2.93372 -3.81057 -0.097
N 0.08880 -2.21238 -0.86463 -0.287
C 1.45129 -2.39563 -1.35044 -0.132
C -0.38775 -3.23002 0.13150 -0.098
H 0.97930 0.69396 -0.88963 0.076
H -0.56766 1.58770 -1.14090 0.073
H 0.71362 1.83853 -2.29016 0.076
H -0.88057 -0.30364 -4.47631 0.060
H 0.56896 0.58234 -4.32199 0.080
H -0.99195 1.37510 -4.05980 0.082
H -3.52584 -2.63170 -3.99580 0.069
H -3.31408 -3.73216 -2.83479 0.078
H -3.77686 -1.99626 -2.45006 0.076
H -1.38416 -3.26459 -4.69637 0.079
H -0.00536 -2.27536 -4.04459 0.059
H -0.49428 -3.89174 -3.42402 0.077
H 1.47937 -1.98442 -2.35951 0.055
H 2.21027 -1.88978 -0.75364 0.075
H 1.71000 -3.45414 -1.37742 0.078
H -0.27389 -4.26320 -0.19660 0.066
H -1.44557 -3.05797 0.33030 0.070
H 0.23330 -3.27071 1.02635 0.069
C 2.61814 3.59593 4.36714 -0.269
S 2.99714 3.89961 2.55308 0.869
O 1.73350 3.52871 1.74507 -0.583
C 3.05828 5.72592 2.73384 -0.271
H 3.10363 4.20596 5.12888 0.043
H 2.77355 2.57180 4.70645 0.034
H 1.56223 3.68703 4.62186 0.047
H 2.06645 6.17516 2.68311 0.060
H 3.79831 6.07479 2.01361 0.038
H 3.48394 6.09676 3.66625 0.042
C -2.09896 -0.69232 2.71748 -0.255
S -0.64977 -0.49840 3.85004 0.838
O 0.24590 -1.50310 3.17086 -0.591
C -0.13419 1.12953 3.27280 -0.274
H -2.86731 -0.01144 3.08372 0.039
H -2.53858 -1.68742 2.78526 0.045
H -1.96416 -0.64643 1.63682 0.032
H -0.08099 1.16085 2.18454 0.057
H 0.74874 1.24508 3.90143 0.026
H -0.97277 1.81129 3.41443 0.057
```



Record 2
The following is a quantum chemistry calculation of a cluster of 5 separate species, C10H30O10 in total at a distorted geometry, from the OMol25 dataset.

Values from the calculation:
Kohn-Sham gap: 9.898 eV
E: -1151.22922 hartree
LUMO level: 0.3 eV
E_HOMO: -9.59 eV
Total charge: 0

The geometry in XYZ format:
```
50
Properties=species:S:1:pos:R:3:lowdin_charge:R:1
C 0.67482 -2.12090 -3.93069 -0.241
C 1.76077 -2.55363 -5.00464 -0.262
O 1.90203 -3.90129 -5.20008 -0.070
O 0.69998 -0.76678 -3.55782 -0.066
H 0.79007 -2.77213 -3.06425 0.110
H -0.28740 -2.30804 -4.40737 0.117
H 2.80160 -2.35253 -4.75099 0.117
H 1.44762 -2.11636 -5.95270 0.121
H 2.19545 -4.37932 -4.42099 0.090
H 1.33251 -0.59191 -2.85717 0.051
C -1.85094 -1.97196 -1.25081 -0.243
C -0.95759 -0.95439 -0.54084 -0.175
O -1.52092 -0.62289 0.76671 -0.094
O -2.16965 -3.14254 -0.51333 -0.047
H -1.42004 -2.29127 -2.19974 0.094
H -2.81256 -1.62675 -1.63057 0.119
H -0.68385 -0.04650 -1.07834 0.108
H -0.00507 -1.46324 -0.39296 0.117
H -1.01821 0.12025 1.10823 0.017
H -2.16484 -2.70880 0.34308 0.064
C -2.53862 3.26742 1.55552 -0.232
C -1.05427 3.18210 1.24948 -0.228
O -0.57375 1.95541 1.70101 -0.085
O -3.26832 2.38489 0.72916 -0.056
H -2.93964 4.27977 1.50615 0.122
H -2.84664 2.94967 2.55164 0.122
H -0.64251 4.12812 1.60103 0.124
H -0.83614 3.22522 0.18240 0.123
H -0.56542 1.97292 2.66081 0.095
H -3.18229 1.46539 0.99131 0.071
C 1.97471 1.76434 -0.32926 -0.229
C 3.18385 1.75516 -1.34865 -0.219
O 3.13223 0.47392 -1.83019 -0.070
O 2.23478 1.28755 1.00100 -0.057
H 1.12396 1.34669 -0.86767 0.096
H 1.38305 2.67975 -0.32013 0.096
H 4.00200 1.74581 -0.62848 0.116
H 3.23260 2.46458 -2.17474 0.132
H 3.19837 0.08080 -0.95687 0.086
H 1.40998 1.33025 1.49037 0.036
C 0.13598 -0.32450 4.30727 -0.228
C -1.32019 -0.82495 4.37150 -0.205
O -2.16941 0.10160 3.67208 -0.057
O 0.55631 -0.43234 2.97189 -0.075
H 0.82426 -0.97036 4.85247 0.123
H 0.17211 0.70333 4.66835 0.116
H -1.75601 -1.14661 5.31738 0.121
H -1.28824 -1.81653 3.92004 0.115
H -1.79668 0.13471 2.78801 0.020
H 1.50019 -0.59312 2.90240 0.097
```



Record 3
The following is a quantum chemistry calculation of a cluster of 5 separate species, C10H30O10 in total at a distorted geometry, from the OMol25 dataset.

Values from the calculation:
Kohn-Sham gap: 10.208 eV
E: -1151.23746 hartree
LUMO level: 0.4 eV
E_HOMO: -9.83 eV
Total charge: 0

The geometry in XYZ format:
```
50
Properties=species:S:1:pos:R:3:lowdin_charge:R:1
C 0.47970 -0.34287 0.38979 -0.275
C 0.00086 -1.65091 -0.27960 -0.257
O -0.81178 -1.49999 -1.40843 -0.057
O -0.55947 0.32964 0.96728 -0.057
H 0.91684 0.36779 -0.31162 0.117
H 1.22885 -0.60719 1.13613 0.121
H -0.52206 -2.32422 0.39960 0.126
H 0.93477 -2.13103 -0.57182 0.113
H -0.18552 -1.17714 -2.06048 0.083
H -1.32329 0.27897 0.38796 0.085
C 0.58569 0.03878 -6.04211 -0.260
C 1.39274 -0.00243 -7.38500 -0.222
O 1.63693 1.29713 -7.83711 -0.094
O 1.38256 -0.17191 -4.95155 -0.063
H -0.18366 -0.73141 -5.98741 0.114
H 0.06430 0.99016 -5.93656 0.115
H 0.76709 -0.34054 -8.21104 0.112
H 2.37357 -0.47474 -7.43994 0.123
H 1.10244 1.56898 -8.58680 0.085
H 2.20594 0.30815 -5.06633 0.092
C -5.15108 0.13519 -3.70518 -0.184
C -5.21324 0.74880 -2.26122 -0.247
O -5.09196 -0.18289 -1.20750 -0.059
O -6.39625 -0.56174 -4.04183 -0.100
H -4.33207 -0.57946 -3.78636 0.111
H -5.10554 0.84376 -4.53219 0.109
H -6.16224 1.24888 -2.06782 0.116
H -4.45513 1.52813 -2.18364 0.104
H -4.32235 -0.72314 -1.40097 0.076
H -7.05317 0.02828 -4.41857 0.072
C -1.08638 0.98411 6.29433 -0.246
C -1.19514 -0.50663 6.54518 -0.238
O -2.50205 -0.85061 7.02187 -0.072
O -2.13095 1.45166 5.42712 -0.070
H -0.14849 1.19963 5.78246 0.113
H -1.12711 1.56650 7.21480 0.120
H -0.46394 -0.63981 7.34247 0.115
H -1.02448 -1.11533 5.65722 0.118
H -3.12734 -1.06548 6.32585 0.082
H -1.75585 1.24552 4.56781 0.076
C 5.26912 -0.53237 4.06557 -0.210
C 5.52424 0.95429 3.60105 -0.232
O 6.82557 1.23131 3.07391 -0.070
O 4.98671 -1.31872 2.90926 -0.093
H 4.35632 -0.56662 4.66032 0.113
H 6.11285 -0.99895 4.57402 0.112
H 5.24991 1.58647 4.44555 0.099
H 4.75925 1.36610 2.94280 0.117
H 7.56668 1.11715 3.67334 0.084
H 5.70785 -1.31923 2.27557 0.080
```



Record 4
The following is a quantum chemistry calculation of a structure of composition C10H30O5 at a distorted geometry, from the OMol25 dataset.

Values from the calculation:
Kohn-Sham gap: 9.683 eV
E: -774.98494 hartree
LUMO level: 0.4 eV
E_HOMO: -9.25 eV
Total charge: 0

The geometry in XYZ format:
```
45
Properties=species:S:1:pos:R:3:lowdin_charge:R:1
C 3.30617 -1.55288 -1.51959 -0.064
C 3.37720 0.05876 -1.64104 -0.258
O 4.46978 0.56836 -2.43353 -0.084
H 2.42895 -1.88732 -0.96577 0.007
H 4.09707 -1.95956 -0.88938 0.068
H 3.43873 -2.04788 -2.48163 0.076
H 3.09147 0.67416 -0.78795 0.083
H 2.53582 0.09822 -2.33285 0.094
H 5.21028 0.82776 -1.88039 0.074
C 1.46650 -2.78939 1.12979 -0.099
C 1.53956 -4.07353 0.21440 -0.258
O 2.62828 -4.90677 0.68672 -0.097
H 2.26352 -2.05467 1.01551 0.057
H 1.35438 -3.00437 2.19249 0.082
H 0.66409 -2.19059 0.69888 0.028
H 1.68914 -3.76056 -0.81894 0.090
H 0.61891 -4.65700 0.20697 0.103
H 2.38955 -5.39427 1.47852 0.074
C 0.80436 0.10402 0.55898 -0.090
C -0.17135 1.26548 0.46749 -0.389
O 0.19916 2.05922 1.49939 -0.016
H 0.56883 -0.48532 -0.32720 0.073
H 0.56053 -0.61265 1.34321 0.058
H 1.83950 0.44415 0.58900 0.075
H -1.15287 0.80492 0.57974 0.028
H -0.10479 1.55061 -0.58245 0.117
H -0.60868 2.38665 1.90163 -0.110
C -2.94322 1.39108 1.68383 -0.058
C -2.50270 2.84153 1.53120 -0.218
O -1.40315 3.15749 2.44031 -0.040
H -3.03787 1.24202 2.75944 0.094
H -2.23752 0.64315 1.32234 0.048
H -3.88911 1.29790 1.15025 0.096
H -3.24676 3.63779 1.55239 0.131
H -2.08754 2.97267 0.53192 0.092
H -1.78648 3.58193 3.21135 0.132
C -3.02048 2.09439 -1.64833 -0.059
C -2.54764 0.65986 -1.39845 -0.335
O -3.51633 -0.31721 -1.69754 -0.054
H -3.74100 2.04887 -2.46496 0.084
H -2.18261 2.72285 -1.95019 0.081
H -3.42766 2.61659 -0.78252 0.046
H -2.21747 0.55226 -0.36524 0.039
H -1.66145 0.54854 -2.02324 0.114
H -3.05512 -1.15724 -1.75454 0.086
```